No. 1
{
  "formula": "C40H28CoN7O3PS2",
  "method": "ωB97M-V/def2-TZVPD",
  "symbols": ["Co", "O", "N", "C", "C", "C", "C", "C", "C", "C", "P", "C", "C", "C", "C", "C", "C", "C", "C", "C", "C", "C", "C", "H", "H", "H", "H", "H", "H", "H", "H", "H", "H", "H", "H", "H", "H", "H", "H", "C", "C", "N", "C", "C", "C", "C", "C", "C", "C", "C", "C", "N", "C", "H", "H", "H", "H", "H", "H", "H", "H", "O", "S", "O", "N", "C", "S", "C", "C", "C", "C", "C", "C", "H", "H", "H", "H", "N", "C", "N", "C", "N"],
  "positions_angstrom": [[0.14971, -0.18599, -0.08512], [0.61180, -1.92778, 2.16199], [0.46716, -0.58958, 1.96363], [0.59034, 0.07292, 3.04112], [0.48486, 1.50964, 3.24959], [0.61664, 1.93408, 4.57678], [0.50138, 3.26655, 4.92066], [0.25561, 4.21153, 3.93468], [0.14844, 3.81131, 2.61461], [0.25440, 2.46953, 2.25772], [0.14588, 2.09683, 0.47467], [-1.42114, 2.88602, -0.00945], [-2.48167, 2.98387, 0.88981], [-3.70197, 3.49366, 0.47635], [-3.87344, 3.92043, -0.83293], [-2.83312, 3.79572, -1.74223], [-1.61958, 3.26214, -1.33980], [1.46554, 3.18716, -0.15109], [1.23826, 4.43224, -0.73447], [2.31220, 5.18455, -1.18601], [3.60964, 4.71950, -1.03408], [3.84298, 3.50276, -0.40849], [2.77416, 2.73715, 0.02488], [0.45065, -2.33480, 1.28515], [0.78452, -0.51523, 3.93566], [0.80988, 1.19652, 5.34559], [0.59828, 3.56676, 5.95468], [0.15168, 5.25648, 4.19276], [-0.02472, 4.55129, 1.84357], [-2.34872, 2.67023, 1.91773], [-4.51810, 3.57149, 1.18261], [-4.82093, 4.33753, -1.14730], [-2.96471, 4.12378, -2.76517], [-0.81501, 3.15191, -2.05759], [0.23546, 4.82218, -0.83174], [2.12982, 6.14411, -1.65145], [4.44387, 5.30817, -1.39150], [4.85565, 3.14944, -0.26272], [2.95483, 1.78714, 0.51421], [-0.08230, 0.89780, -4.36917], [0.38366, 0.53515, -3.10168], [-0.42200, 0.30061, -2.08651], [-1.75238, 0.39516, -2.27651], [-2.31642, 0.72059, -3.51911], [-1.43610, 0.98392, -4.58293], [-3.74027, 0.78400, -3.64949], [-4.54545, 0.52827, -2.59400], [-3.99478, 0.20870, -1.31342], [-4.78365, -0.05676, -0.18018], [-4.17080, -0.35320, 1.01180], [-2.77417, -0.36261, 1.07140], [-2.02110, -0.10614, 0.02308], [-2.60228, 0.15652, -1.15755], [0.62456, 1.09810, -5.16093], [1.44139, 0.41586, -2.90845], [-1.83697, 1.25032, -5.55267], [-4.15413, 1.03492, -4.61750], [-5.62242, 0.56278, -2.69471], [-5.86244, -0.03046, -0.26599], [-4.74630, -0.57428, 1.89883], [-2.26176, -0.58611, 1.99958], [7.18130, -0.91778, 0.34866], [6.25758, 0.16097, 0.44543], [6.39169, 1.12790, 1.49075], [4.67430, -0.42313, 0.47939], [4.02287, -0.00229, -0.53709], [2.41058, -0.55939, -0.87984], [4.74602, 0.86229, -1.50665], [4.29844, 1.46869, -2.66775], [5.20472, 2.20309, -3.42225], [6.53168, 2.32734, -3.02736], [6.98126, 1.72764, -1.85532], [6.06781, 1.01025, -1.11809], [3.26772, 1.38389, -2.97821], [4.86868, 2.68512, -4.33086], [7.21869, 2.89679, -3.63845], [8.00625, 1.82398, -1.52329], [-1.96122, -5.91463, -2.32480], [-1.29953, -5.01261, -2.03421], [-0.52453, -3.99725, -1.77919], [-0.39690, -3.02070, -1.04296], [-0.18309, -2.07039, -0.36740]],
  "charge": 1,
  "e_above_lowest_kj_mol": 133.4,
  "largest_force_ev_per_a": 1.5,
  "orbital_gap_ev": [7.157, 6.269]
}

***

No. 2
{
  "formula": "C40H32Br2CuN2OP2",
  "method": "ωB97M-V/def2-TZVPD",
  "symbols": ["Cu", "C", "P", "C", "C", "C", "C", "C", "C", "C", "C", "C", "C", "C", "C", "C", "C", "C", "C", "C", "P", "C", "C", "C", "C", "C", "C", "C", "C", "C", "C", "C", "C", "N", "H", "H", "H", "H", "H", "H", "H", "H", "H", "H", "H", "H", "H", "H", "H", "H", "H", "H", "H", "H", "H", "H", "H", "H", "H", "H", "C", "C", "C", "C", "C", "C", "Br", "C", "C", "Br", "C", "O", "C", "N", "H", "H", "H", "H", "H", "H"],
  "positions_angstrom": [[-0.47805, 0.29028, 0.17602], [1.83281, 0.48408, 2.29839], [1.67173, -0.67507, 0.83769], [0.58011, -2.04123, 1.33438], [0.45049, -3.04473, 0.36369], [-0.39898, -4.12801, 0.57551], [-1.12253, -4.23248, 1.76068], [-0.99352, -3.23323, 2.72689], [-0.15072, -2.14139, 2.53566], [3.23663, -1.57708, 1.00716], [4.28132, -1.29133, 0.11832], [5.48181, -1.99109, 0.19596], [5.65294, -2.99503, 1.15420], [4.62377, -3.28350, 2.03844], [3.41382, -2.59565, 1.97104], [0.97869, 1.68608, 2.11628], [1.14671, 2.98327, 2.67559], [0.20562, 3.81639, 2.05626], [-0.51705, 3.00662, 1.13820], [-1.54338, 3.36897, 0.15113], [-0.77799, 3.88526, -1.54407], [-1.08073, 2.44026, -2.53103], [-0.10108, 1.64189, -3.20074], [-0.44868, 0.45387, -3.77210], [-1.87049, 0.02726, -3.95735], [-2.83036, 1.12679, -3.63044], [-2.44448, 2.18700, -2.84666], [1.00088, 3.89612, -1.18778], [1.76090, 2.76687, -0.86672], [3.07993, 2.91299, -0.45097], [3.68443, 4.16182, -0.41238], [2.95460, 5.29210, -0.80743], [1.62211, 5.15793, -1.17650], [-0.04751, 1.72015, 1.21712], [2.88214, 0.82824, 2.35966], [1.62122, -0.01621, 3.25818], [0.99770, -2.95732, -0.57277], [-0.49457, -4.87986, -0.19221], [-1.78460, -5.07572, 1.94316], [-1.57213, -3.28718, 3.64561], [-0.06089, -1.36389, 3.29164], [4.12473, -0.52662, -0.63838], [6.27218, -1.73530, -0.50110], [6.58533, -3.54790, 1.21271], [4.72819, -4.06156, 2.78601], [2.61324, -2.82832, 2.66741], [1.86593, 3.26232, 3.42711], [0.06703, 4.87403, 2.21709], [-2.12473, 4.24727, 0.46942], [-2.24702, 2.53656, -0.00204], [0.94343, 1.94829, -3.16763], [0.30873, -0.24148, -4.11309], [-1.98087, -0.38540, -4.96848], [-3.87775, 1.01245, -3.90605], [-3.20741, 2.86571, -2.45876], [1.30449, 1.78667, -0.92207], [3.64873, 2.04017, -0.16363], [4.71110, 4.24924, -0.07987], [3.40050, 6.27332, -0.82414], [1.04332, 6.03684, -1.46220], [-2.72747, -0.22008, 2.87179], [-2.97326, -1.03370, 1.64717], [-4.01821, -1.98176, 1.59146], [-4.35163, -2.58394, 0.39621], [-3.65021, -2.21142, -0.77376], [-4.05867, -2.49579, -2.10861], [-5.51967, -3.64009, -2.42218], [-3.45775, -1.83245, -3.17330], [-2.33164, -1.02494, -2.97627], [-0.83852, -3.02891, -5.37792], [-1.75778, -0.98030, -1.71380], [-0.57208, -0.41503, -1.52843], [-2.51775, -1.39950, -0.59620], [-2.20238, -0.80231, 0.57169], [-2.51882, -0.84354, 3.74887], [-3.62783, 0.35255, 3.12209], [-1.89323, 0.47604, 2.69153], [-4.57482, -2.20576, 2.48899], [-5.16110, -3.29767, 0.33859], [-3.86893, -1.96190, -4.16792]],
  "charge": 0,
  "largest_force_ev_per_a": 2.1,
  "orbital_gap_ev": [4.373, 4.076],
  "multiplicity": 2
}

***

No. 3
{
  "formula": "C40H33Cl2N8O3S2Ti",
  "method": "ωB97M-V/def2-TZVPD",
  "symbols": ["Ti", "C", "C", "N", "N", "C", "O", "C", "C", "C", "C", "C", "C", "C", "C", "C", "C", "C", "N", "H", "H", "H", "H", "H", "H", "H", "H", "H", "H", "H", "H", "N", "C", "N", "C", "C", "S", "C", "C", "S", "C", "N", "N", "H", "H", "H", "H", "H", "H", "C", "C", "C", "C", "C", "C", "H", "H", "H", "H", "H", "Cl", "C", "C", "C", "C", "C", "Cl", "C", "N", "C", "C", "C", "C", "C", "C", "C", "C", "O", "O", "H", "H", "H", "H", "H", "H", "H", "H", "H", "H"],
  "positions_angstrom": [[0.03872, 0.13364, 0.11119], [2.70396, -3.30276, 0.35507], [2.12052, -1.95896, 0.05722], [0.76576, -1.67375, 0.27065], [-0.07881, -2.72387, 0.55928], [-1.29211, -2.31945, 0.33584], [-1.51407, -1.11459, -0.09686], [-2.44572, -3.20235, 0.61194], [-2.26458, -4.52047, 1.03076], [-3.35893, -5.32894, 1.29052], [-4.64977, -4.83527, 1.13614], [-4.83423, -3.52386, 0.72210], [-3.73955, -2.71055, 0.46296], [2.78570, -0.90850, -0.49060], [4.19350, -0.86904, -0.80824], [4.71570, 0.18750, -1.47109], [3.87332, 1.28121, -1.84525], [2.56241, 1.22752, -1.45860], [1.99865, 0.21446, -0.78236], [1.90616, -4.03634, 0.45525], [3.28475, -3.31576, 1.28684], [3.36467, -3.63417, -0.45044], [-1.25561, -4.89423, 1.14472], [-3.20621, -6.35163, 1.61457], [-5.50414, -5.46898, 1.34129], [-5.83573, -3.12724, 0.60580], [-3.86724, -1.68044, 0.15741], [4.81522, -1.70407, -0.51028], [5.77236, 0.20646, -1.71518], [4.25258, 2.13624, -2.38886], [1.89098, 2.04410, -1.69824], [-1.11239, 3.48339, -1.11169], [0.00102, 3.51880, -0.33965], [0.46848, 2.49276, 0.32646], [1.53900, 2.86887, 1.11643], [1.92167, 4.15916, 1.01641], [0.88320, 4.98876, -0.08210], [2.09880, 1.86082, 2.01400], [2.98836, 2.07432, 3.00821], [3.25705, 0.60500, 3.86260], [2.10388, -0.19040, 2.83642], [1.60073, 0.58019, 1.91426], [1.83900, -1.51270, 3.00982], [-1.29506, 2.53330, -1.45806], [-1.21749, 4.22152, -1.78845], [2.72600, 4.65938, 1.52691], [3.45751, 2.99763, 3.30072], [1.75061, -1.83302, 3.95881], [1.17124, -1.89886, 2.35163], [-2.81730, 0.95750, 4.21038], [-2.18649, -0.26274, 3.99860], [-1.40025, -0.45718, 2.87025], [-1.17720, 0.54332, 1.91063], [-1.84162, 1.75260, 2.15282], [-2.64870, 1.96147, 3.27011], [-3.44060, 1.11483, 5.08322], [-2.32301, -1.07461, 4.70618], [-0.97482, -1.44605, 2.72783], [-1.74921, 2.57501, 1.45064], [-3.14612, 2.91747, 3.40066], [-1.96813, 4.25780, -4.49373], [-0.55199, 3.24244, -4.66980], [0.63269, 3.68345, -4.11035], [1.75246, 2.87489, -4.16990], [1.67441, 1.65213, -4.81553], [0.49681, 1.25167, -5.42015], [0.52091, -0.21298, -6.34268], [-0.67676, 2.01836, -5.34209], [-1.87371, 1.63956, -5.93819], [-2.41588, 0.31305, -5.80274], [-2.77950, -0.35780, -6.96496], [-3.27232, -1.64807, -6.90459], [-3.38517, -2.28180, -5.67255], [-3.04242, -1.60478, -4.51668], [-2.58351, -0.28912, -4.55650], [-2.30904, 0.42732, -3.26751], [-0.96976, 0.07605, -2.62058], [-0.28157, -0.83440, -3.01124], [-0.70335, 0.85887, -1.59675], [0.66202, 4.64752, -3.61866], [2.67895, 3.18402, -3.70509], [2.53098, 0.99351, -4.85387], [-2.57403, 2.36409, -5.90109], [-2.62650, 0.14004, -7.91431], [-3.54213, -2.16800, -7.81537], [-3.74430, -3.30148, -5.61345], [-3.13552, -2.09093, -3.55236], [-3.06440, 0.15413, -2.52442], [-2.37956, 1.50906, -3.38232]],
  "charge": -1,
  "e_above_lowest_kj_mol": 0.0,
  "largest_force_ev_per_a": 0.4,
  "orbital_gap_ev": 4.665
}